No. 1
C33H56BrCl12N2O | the ωB97M-V functional and the def2-TZVPD basis

Output
- total charge = +1
- HOMO-LUMO gap (eV) = 7.28
- 2S+1 = 1

XYZ file:
```
105
Properties=species:S:1:pos:R:3:forces:R:3:lowdin_charge:R:1
C -1.480507 -1.625952 3.992129 6.327 1.520 2.665 0.07
C -0.394355 -1.181443 4.606175 -4.697 -2.471 -3.059 -0.11
C 0.932876 -0.693724 5.359293 -1.297 0.384 0.482 -0.19
C 1.724468 0.510346 4.623898 0.490 0.289 0.594 -0.20
C 2.444066 0.099624 3.240964 -0.494 -0.749 -0.427 -0.15
C 1.452204 -0.202434 2.016094 -2.511 -1.610 -3.710 -0.03
C 1.555075 -1.566265 1.173335 -2.155 4.500 0.797 0.11
N 0.633663 -1.695633 0.069399 2.327 -1.144 1.852 -0.14
C 0.823796 -3.000041 -0.718465 0.863 -1.148 -2.746 -0.13
C 0.347602 -2.788333 -2.253819 -3.266 -1.450 -0.588 -0.16
C -0.918122 -3.324837 -2.705174 2.615 0.666 1.034 0.00
N -0.338305 -0.929531 -0.405031 0.014 3.773 2.662 0.09
C -0.566133 0.328775 0.231427 2.843 -2.238 1.373 -0.47
Br -2.011491 1.481919 -0.554992 2.093 -1.729 1.088 0.76
C 0.326836 0.746142 1.454718 0.377 -0.824 -0.140 -0.06
C 0.056294 2.193541 2.138910 0.184 -0.419 -0.673 -0.18
C -1.160214 2.201234 3.205842 0.325 0.767 1.061 -0.20
C -2.507283 2.940894 2.704338 -0.400 -0.594 0.493 -0.24
C -3.721968 1.848249 2.899256 0.472 1.367 -0.799 -0.22
C -5.032585 2.194233 2.024323 -0.594 -0.605 0.064 -0.20
C -6.075318 0.925848 1.954559 0.590 -0.026 0.567 -0.19
C -5.749703 -0.234144 3.031499 -0.056 -0.533 -0.327 -0.19
C -6.835456 -1.466174 2.978471 1.757 0.764 0.538 -0.21
O -6.423870 -2.301715 1.849551 -0.209 -1.050 1.351 -0.27
C -6.206526 -3.691830 2.289386 -0.921 -0.142 -0.321 -0.12
H -2.197660 -2.238269 3.322684 1.427 1.625 1.666 0.06
H 1.620862 -1.593205 5.643325 -1.314 1.536 -0.933 0.13
H 0.583394 -0.262685 6.387479 0.546 -0.786 -1.863 0.13
H 2.582105 0.817897 5.356147 -1.469 -0.636 -1.332 0.13
H 1.058874 1.465330 4.545358 1.080 -1.986 -0.055 0.10
H 3.038711 -0.884966 3.440678 -1.023 1.750 -0.459 0.13
H 3.202210 0.887128 2.884638 -1.227 -1.043 0.624 0.13
H 2.330492 -2.392049 1.437482 -1.774 1.514 -0.909 0.16
H 0.265327 -3.885274 -0.246777 0.721 1.589 -0.560 0.09
H 1.965675 -3.218276 -0.760765 -1.978 0.407 0.512 0.13
H 0.980769 -2.233881 -3.054293 -1.329 -0.351 2.177 0.01
H -1.492180 -2.776547 -3.538708 1.404 -1.419 0.842 0.08
H -1.371586 -4.321262 -2.286895 0.644 2.603 -0.289 0.00
H -0.185867 2.964167 1.298129 0.498 -1.454 1.399 0.08
H 1.020946 2.539458 2.663493 -1.389 -0.656 -0.969 0.10
H -0.778176 2.810398 4.128189 -0.520 -1.117 -1.617 0.12
H -1.369483 1.137721 3.618909 0.307 1.772 -0.912 0.08
H -2.706539 3.898320 3.341865 0.363 -1.798 -1.174 0.11
H -2.395861 3.295672 1.617662 -0.292 -0.656 1.660 0.02
H -4.019055 1.893215 4.012259 0.613 -0.520 -1.725 0.12
H -3.242871 0.829122 2.595736 -1.196 1.695 0.662 0.09
H -5.629140 3.072349 2.475662 1.254 -1.225 -0.567 0.11
H -4.790384 2.487632 0.934064 -0.080 -0.392 1.779 0.08
H -5.994621 0.458925 0.907795 -0.452 0.661 1.588 0.11
H -7.127567 1.334678 2.171608 1.478 -0.786 -0.614 0.11
H -5.624481 0.176015 4.110151 -0.475 -0.611 -1.816 0.12
H -4.734507 -0.735562 2.747772 -1.808 0.855 0.564 0.10
H -7.918169 -1.079992 2.876398 1.676 -0.799 0.106 0.13
H -6.658202 -2.078038 3.945087 -0.725 1.064 -1.402 0.12
H -6.072086 -4.369428 1.351624 -0.081 1.424 1.651 0.09
H -5.309256 -3.795304 3.011856 -1.313 0.251 -1.151 0.09
H -7.176108 -4.020808 2.825388 1.631 0.220 -0.702 0.10
Cl 5.460096 -3.256272 -2.928002 -0.193 -0.034 0.089 0.53
C 5.106641 -1.533442 -3.208266 -0.150 0.244 0.033 -0.70
C 3.620483 -1.237206 -3.150236 0.210 0.212 0.159 -0.63
Cl 2.736828 -1.954415 -4.522217 0.212 -0.028 -0.217 0.61
H 5.535388 -1.251011 -4.171560 -0.130 -0.092 0.182 0.01
H 5.626549 -0.972896 -2.428100 -0.112 -0.040 -0.083 0.05
H 3.454659 -0.158591 -3.197567 0.086 -0.089 -0.023 0.06
H 3.171630 -1.611119 -2.226679 0.050 -0.043 -0.143 0.04
Cl -0.703682 5.866882 2.006522 0.112 -0.051 0.070 0.58
C -1.134895 6.201893 0.310844 -0.525 0.302 -0.282 -0.72
C -2.511438 6.825972 0.180491 0.153 0.146 0.014 -0.64
Cl -3.811250 5.681941 0.602206 -0.018 -0.041 0.031 0.56
H -1.063011 5.266755 -0.247884 -0.134 0.152 0.175 0.03
H -0.380482 6.887490 -0.076768 -0.286 -0.015 0.166 0.02
H -2.683417 7.131815 -0.853644 0.093 -0.093 0.084 0.08
H -2.615789 7.706294 0.818558 0.016 -0.195 -0.027 0.07
Cl 8.175975 0.505476 -3.257695 -0.096 0.035 0.036 0.55
C 9.396011 -0.700874 -3.737715 0.299 -0.258 -0.102 -0.65
C 9.140155 -1.254267 -5.126590 0.193 0.160 -0.060 -0.64
Cl 7.674465 -2.265642 -5.187688 0.221 0.008 -0.135 0.58
H 9.404968 -1.492600 -2.985229 -0.117 0.114 -0.145 0.07
H 10.365140 -0.197465 -3.712801 -0.137 -0.021 -0.079 0.07
H 9.974456 -1.888892 -5.432637 -0.073 0.056 0.124 0.08
H 9.030785 -0.455725 -5.863651 -0.046 -0.093 0.170 0.07
Cl -0.603707 1.862506 -8.082589 0.016 0.004 -0.018 0.54
C 0.366339 0.539233 -7.390777 0.100 -0.178 0.123 -0.67
C 1.685202 1.029914 -6.824590 -0.077 -0.112 0.162 -0.68
Cl 2.799090 1.586392 -8.098761 -0.017 0.034 0.014 0.54
H 0.518051 -0.212988 -8.168164 0.037 0.199 0.069 0.07
H -0.233260 0.089953 -6.595549 0.108 0.088 -0.025 0.07
H 2.189204 0.215941 -6.298437 -0.115 0.029 -0.120 0.02
H 1.539250 1.852402 -6.120641 -0.043 -0.056 -0.192 0.07
Cl -0.247961 -6.542423 -0.766631 0.045 0.058 -0.042 0.58
C -1.513065 -6.769008 0.466768 -0.250 -0.117 0.242 -0.64
C -2.908975 -6.682753 -0.120360 0.018 -0.258 0.094 -0.64
Cl -3.309530 -5.033551 -0.664828 -0.041 -0.016 0.087 0.57
H -1.360347 -6.023612 1.250688 -0.051 -0.052 -0.179 0.07
H -1.355688 -7.758003 0.903090 -0.059 0.088 -0.112 0.08
H -3.647402 -6.952948 0.637456 0.138 0.044 -0.021 0.07
H -3.030116 -7.357678 -0.970413 0.091 0.161 0.092 0.08
Cl 2.495632 2.303695 -1.348917 -0.125 -0.117 -0.017 0.54
C 3.447810 3.696118 -0.773909 0.257 0.303 0.150 -0.65
C 2.598842 4.694348 -0.009775 0.186 -0.091 0.110 -0.62
Cl 1.437367 5.538077 -1.065262 0.596 -0.295 -0.259 0.64
H 3.930827 4.157565 -1.638064 -0.190 -0.084 0.088 0.08
H 4.228020 3.297759 -0.121163 -0.131 0.055 -0.019 0.07
H 3.236720 5.461810 0.433685 -0.008 -0.103 -0.108 0.08
H 2.036821 4.211964 0.793371 0.010 0.049 -0.167 0.05
```
Positions in Å, forces in eV/Å.

No. 2
C33H56FN4O7 | the ωB97M-V functional and the def2-TZVPD basis

Output
- total charge = +1
- HOMO-LUMO gap (alpha / beta) (eV) = 4.38 / 5.50
- <S²> = 2.01
- 2S+1 = 3

XYZ file:
```
101
Properties=species:S:1:pos:R:3:forces:R:3:lowdin_spin:R:1
C -0.411884 -4.589367 4.324043 0.234 -0.146 -0.053 0.00
C 0.259503 -5.182879 3.076776 -0.248 0.003 0.169 0.00
C -0.744392 -5.479301 1.966431 0.056 -0.032 0.075 0.00
C -0.127900 -6.129760 0.723010 -0.113 -0.093 0.216 0.00
C 0.366326 -5.174049 -0.317913 0.090 -0.246 -0.229 0.00
C 0.467714 -3.822236 -0.065906 -0.050 0.401 -0.049 0.00
C 0.960076 -2.937171 -1.004312 0.116 -0.092 0.103 0.00
C 0.975179 -1.461213 -0.719238 -0.009 -0.030 0.113 0.00
O -0.045936 -0.857046 -0.750739 -0.151 0.132 -0.217 0.00
O 2.145032 -0.891366 -0.434036 0.137 0.032 0.097 0.00
C 1.375975 -3.408509 -2.249185 0.000 0.163 0.033 0.00
O 1.822452 -2.565203 -3.181740 -0.001 0.374 0.037 0.00
C 3.193732 -2.728951 -3.627248 0.263 -0.244 -0.101 0.00
C 3.268002 -3.241572 -5.065579 0.163 0.256 0.093 0.00
C 4.234305 -2.440228 -5.955781 -0.141 -0.180 -0.147 0.00
C 1.266481 -4.745863 -2.485763 -0.009 -0.351 -0.084 0.00
N 0.792127 -5.601636 -1.549776 0.064 -0.014 0.313 0.00
C 0.732872 -7.041076 -1.923726 -0.015 -0.370 -0.099 0.00
O -0.203982 -7.684501 -1.614472 -0.032 0.111 -0.143 0.00
N 1.833210 -7.575313 -2.657264 0.099 0.527 0.338 0.00
C 3.133755 -7.532613 -2.058146 0.338 -0.452 -0.038 0.00
O 3.799096 -8.461657 -1.784422 -0.419 0.721 -0.143 0.00
F 3.549794 -6.253689 -1.850075 -0.052 -0.291 0.050 0.00
H -1.472192 -4.833227 4.347251 -0.087 0.060 0.012 0.00
H -0.291554 -3.510264 4.374127 -0.154 0.081 -0.031 0.00
H 0.030061 -5.008752 5.224903 0.035 0.070 0.073 0.00
H 1.049743 -4.514678 2.727661 0.119 -0.043 -0.040 0.00
H 0.731538 -6.128442 3.347712 0.143 -0.013 -0.072 0.00
H -1.473518 -6.186693 2.360719 -0.030 -0.022 0.018 0.00
H -1.323261 -4.589515 1.710138 -0.046 0.006 -0.054 0.00
H 0.720290 -6.745185 1.043981 0.056 -0.073 -0.057 0.00
H -0.840727 -6.820469 0.289809 -0.073 0.056 -0.139 0.00
H 0.143116 -3.435759 0.887472 -0.015 -0.066 0.052 0.00
H 2.838649 -1.536739 -0.247043 0.073 -0.008 -0.107 0.00
H 3.670594 -1.758285 -3.517661 -0.148 0.147 -0.054 0.00
H 3.695264 -3.417208 -2.942907 0.008 0.012 0.075 0.00
H 3.584874 -4.284015 -5.050992 -0.153 -0.134 -0.031 0.00
H 2.260124 -3.185525 -5.471922 -0.055 -0.115 -0.076 0.00
H 3.685146 -1.850997 -6.685778 0.002 0.157 0.051 0.00
H 4.863283 -1.768276 -5.376218 0.070 0.013 0.018 0.00
H 4.881622 -3.104387 -6.522432 0.091 -0.001 0.015 0.00
H 1.553919 -5.143404 -3.445312 0.019 -0.112 0.000 0.00
H 1.848305 -7.288805 -3.630709 -0.020 -0.287 -0.079 0.00
C -6.373760 0.584161 0.159632 0.124 -0.071 -0.043 0.00
C -5.568161 0.946404 1.432672 -0.514 -0.336 -0.394 0.03
C -5.806880 2.402551 1.843874 0.083 0.252 0.079 0.02
C -5.140513 3.422643 0.924167 0.030 -0.094 -0.016 0.00
C -3.648343 3.126174 0.788055 -0.169 0.140 0.235 0.02
C -3.367576 1.692912 0.335123 0.143 -0.088 -0.806 0.03
N -4.098681 0.733005 1.225176 0.050 0.866 0.641 0.38
O -3.472838 0.526025 2.326139 0.085 -0.406 -0.095 0.52
C -3.764785 1.530443 -1.140986 -0.096 -0.071 0.048 0.00
C -1.882019 1.385735 0.426659 0.249 0.033 0.302 0.00
C -6.038617 0.027447 2.552086 0.074 -0.026 0.195 0.00
H -7.176619 -0.109059 0.405670 -0.055 0.069 0.089 0.00
H -6.829459 1.455932 -0.309623 0.056 0.031 -0.024 0.00
H -5.759613 0.084167 -0.584186 0.019 -0.028 0.027 0.00
H -5.427464 2.545529 2.860357 0.057 -0.071 -0.012 0.00
H -6.884771 2.572341 1.886290 -0.026 -0.017 -0.004 0.00
H -5.622767 3.430925 -0.057016 0.010 -0.031 -0.006 0.00
H -5.275684 4.423636 1.336353 -0.022 0.012 -0.010 0.00
H -3.184539 3.811276 0.074497 0.027 -0.005 -0.013 0.00
H -3.164070 3.294048 1.755246 0.014 -0.078 0.005 0.00
H -3.682002 0.487724 -1.451268 0.021 -0.002 -0.002 0.00
H -3.080281 2.117894 -1.753029 0.046 0.012 0.039 0.00
H -4.769823 1.876939 -1.365989 -0.013 -0.008 0.026 0.00
H -1.487896 1.577739 1.423758 -0.074 -0.003 0.009 0.00
H -1.326378 2.007755 -0.275728 -0.105 0.043 -0.081 0.00
H -1.671979 0.348441 0.182304 -0.150 0.020 0.006 0.00
H -5.828596 -1.016476 2.314514 -0.003 0.002 -0.021 0.00
H -7.116337 0.147096 2.663110 -0.031 -0.006 -0.038 0.00
H -5.568817 0.265071 3.503157 0.048 -0.012 -0.040 0.00
C 1.444992 3.468301 -0.356760 0.052 0.072 -0.134 0.00
C 2.458845 3.693500 0.793873 -0.421 -0.493 -0.560 0.03
C 1.740878 4.012620 2.107529 -0.037 0.147 0.249 0.02
C 1.135317 5.412448 2.151105 0.068 0.007 -0.077 0.00
C 2.194053 6.464701 1.821504 -0.100 -0.144 0.240 0.02
C 2.896842 6.202848 0.488152 -0.223 0.374 -0.592 0.03
N 3.415406 4.795538 0.472272 -0.061 0.160 1.045 0.38
O 4.519163 4.678660 1.115392 0.209 -0.062 -0.331 0.52
C 1.929826 6.477502 -0.673912 0.000 -0.137 -0.004 0.00
C 4.078652 7.147044 0.316722 0.151 0.045 0.100 0.00
C 3.245821 2.399172 0.957360 0.194 -0.117 0.140 0.00
H 1.431536 2.419596 -0.654394 -0.024 -0.062 0.148 0.00
H 0.426390 3.735601 -0.073870 0.016 0.084 0.008 0.00
H 1.703691 4.026540 -1.252419 0.059 0.024 0.025 0.00
H 2.457685 3.915222 2.928829 0.069 0.017 -0.056 0.00
H 0.970479 3.254915 2.271866 -0.010 -0.023 -0.026 0.00
H 0.289050 5.488646 1.462387 0.020 -0.009 -0.027 0.00
H 0.732938 5.600929 3.147574 -0.024 0.002 0.002 0.00
H 1.744644 7.459178 1.784533 0.014 0.026 -0.006 0.00
H 2.940786 6.480454 2.620885 0.055 -0.032 -0.054 0.00
H 2.374693 6.183415 -1.625371 0.014 0.017 -0.005 0.00
H 1.728469 7.547594 -0.715147 0.046 0.026 0.034 0.00
H 0.969849 5.977364 -0.573531 0.011 -0.019 0.015 0.00
H 4.773015 7.087048 1.150706 -0.008 -0.057 -0.015 0.00
H 3.705728 8.169255 0.254092 -0.039 0.013 -0.016 0.00
H 4.625695 6.923983 -0.599912 -0.009 -0.017 -0.006 0.00
H 3.810720 2.172122 0.051180 -0.010 0.019 -0.010 0.00
H 2.537250 1.589013 1.136766 -0.061 0.008 -0.049 0.00
H 3.940042 2.434133 1.793835 0.013 0.101 -0.044 0.00
```
Positions in Å, forces in eV/Å.

Number 1: strongest force on any atom 7.03 eV/A. Number 2: strongest force on any atom 1.08 eV/A.